87
Properties=species:S:1:pos:R:3 method="wB97M-V/def2-TZVPD" gap_ev="7.95 / 6.29" e_homo_ev="-10.81 / -10.86" total_energy_ha=-3419.28875 charge=+1 spin_multiplicity=6 de_lowest_kcal_mol=0.0 s_squared=8.7587
Ru 0.64674 -0.08851 -0.20253
C -6.10331 -1.08399 4.45761
C -4.75512 -0.66773 3.93619
C -4.33071 0.65843 4.04811
C -3.08534 1.05010 3.59613
C -2.25244 0.09959 3.01386
C -2.64576 -1.22470 2.88745
C -3.89864 -1.59650 3.35171
S -0.68487 0.62641 2.44722
O 0.00349 1.27702 3.52796
O -0.86292 1.41728 1.22512
N 0.06550 -0.64463 1.85338
C 0.88958 -1.52565 2.55948
C 1.00978 -1.66357 3.92089
C 1.87508 -2.63488 4.46862
C 2.60403 -3.47069 3.67476
C 2.49432 -3.36137 2.27146
C 3.19131 -4.19572 1.37055
C 3.00931 -4.05184 0.02557
C 2.14930 -3.04535 -0.43847
N 1.50396 -2.22582 0.36403
C 1.64716 -2.38071 1.71849
H -6.06412 -1.23283 5.53991
H -6.43160 -2.01992 4.00568
H -6.85605 -0.31980 4.26038
H -4.98582 1.39417 4.50138
H -2.75980 2.08078 3.69157
H -1.98802 -1.95166 2.42961
H -4.21636 -2.62857 3.25436
H 0.44116 -1.01297 4.57309
H 1.95291 -2.71843 5.54574
H 3.25738 -4.22120 4.10318
H 3.85671 -4.95634 1.76272
H 3.51171 -4.69328 -0.68522
H 1.97408 -2.91843 -1.49707
C 3.04218 -1.25220 -3.06233
O 1.92357 -0.68863 -2.36986
Si 0.44350 -0.41544 -3.15134
C 0.76597 0.27231 -4.84393
C -0.37968 -2.07629 -3.31340
C -0.36775 0.76787 -1.97090
Si 0.22837 2.56270 -2.13405
C -0.11207 3.69302 -0.68438
C 2.08039 2.65246 -2.48065
C -0.72088 3.27187 -3.58771
Si -2.22962 0.51228 -1.75717
C -2.56153 -1.06826 -0.76852
C -3.08991 1.95915 -0.95396
C -3.00145 0.33790 -3.46918
H 3.47919 -0.51723 -3.74099
H 2.75066 -2.13417 -3.63963
H 3.79714 -1.55220 -2.33628
H 1.34332 -0.44300 -5.44107
H 1.32160 1.21238 -4.80489
H -0.17588 0.45175 -5.37142
H 0.06371 -2.63330 -4.14461
H -1.44811 -1.97528 -3.52008
H -0.27253 -2.67479 -2.40249
H -0.09304 3.18362 0.27913
H -1.09387 4.16552 -0.78920
H 0.64533 4.48323 -0.67256
H 2.52174 1.69961 -2.78156
H 2.61498 3.00529 -1.59226
H 2.26627 3.37558 -3.27998
H -1.77845 3.38936 -3.32838
H -0.66057 2.65172 -4.48258
H -0.32602 4.26540 -3.83138
H -1.68400 -1.47733 -0.26151
H -2.94055 -1.86383 -1.41466
H -3.30432 -0.87639 0.01105
H -2.59745 2.29088 -0.03741
H -4.11460 1.66381 -0.70688
H -3.14387 2.80195 -1.65105
H -2.30968 -0.02878 -4.23391
H -3.36800 1.31307 -3.80379
H -3.85836 -0.34414 -3.44133
Cl 3.48183 4.01748 2.84816
C 3.60882 2.70683 1.74382
C 4.80894 2.40932 1.12400
C 4.85204 1.34018 0.24296
C 3.69881 0.62481 0.00348
N 2.54002 0.91810 0.60979
C 2.49066 1.94155 1.47275
H 5.69027 3.00378 1.33121
H 5.77205 1.07095 -0.25782
H 3.68628 -0.20966 -0.68223
H 1.55190 2.14651 1.96804

---

90
Properties=species:S:1:pos:R:3 method="wB97M-V/def2-TZVPD" gap_ev=8.82 e_homo_ev=-9.84 total_energy_ha=-2716.12031 smiles="CCCCCCCCCCC[C@@]1(C(F)(F)C(F)F)OS(=O)(=O)O[C@@H]1CC(C)C.O=[N+]([O-])c1ccccc1.O=[N+]([O-])c1ccccc1" charge=0 spin_multiplicity=1
C 5.30604 -0.61019 -0.49691
C 4.03053 -0.23851 -1.49588
C 4.18945 -1.18071 -2.85511
C 3.39641 -0.58334 -4.16060
C 2.29731 -1.66097 -4.81490
C 0.81967 -1.56959 -4.04621
C -0.20288 -0.50258 -4.80672
C -1.71154 -0.48621 -4.16483
C -2.06865 1.06872 -3.74543
C -3.29020 1.21176 -2.66193
C -3.03801 0.47329 -1.22191
C -2.11192 1.30634 -0.15822
C -2.40947 0.74992 1.37988
F -3.54996 1.49400 2.03457
F -1.12535 0.91447 2.14513
C -2.81501 -0.83695 1.44660
F -1.79447 -1.77151 0.91928
F -2.95102 -1.16613 2.91499
O -0.76247 0.69905 -0.40909
S 0.41356 1.85803 -0.90144
O 1.14627 1.28743 -2.14321
O 1.29722 2.07691 0.38021
O -0.72445 3.06155 -1.31038
C -1.87907 2.92683 -0.36203
C -1.68048 3.85150 0.97878
C -1.29398 5.41847 0.69318
C 0.31965 5.59447 0.94931
C -1.83892 6.02421 -0.72898
H 6.25930 -0.66016 -1.17634
H 5.41898 0.22376 0.34114
H 5.15991 -1.64200 0.04911
H 3.00401 -0.41060 -0.95433
H 4.12903 0.92421 -1.74130
H 3.74768 -2.24337 -2.63341
H 5.34610 -1.21067 -3.14553
H 4.19729 -0.37336 -5.01765
H 2.87476 0.46630 -3.96943
H 2.68470 -2.78538 -4.72200
H 2.20569 -1.43462 -5.97765
H 0.31020 -2.62328 -4.08938
H 0.98254 -1.29344 -2.89880
H -0.29963 -0.82950 -5.93146
H 0.34981 0.55229 -4.73646
H -2.47014 -0.82117 -5.01576
H -1.84126 -1.24292 -3.28101
H -2.45443 1.58818 -4.74895
H -1.07996 1.62587 -3.46050
H -4.23257 0.66761 -3.15306
H -3.57367 2.34526 -2.60271
H -4.11303 0.35157 -0.71811
H -2.59500 -0.62357 -1.32918
H -3.89747 -1.06094 0.99543
H -2.82630 3.41629 -0.85792
H -0.81257 3.41156 1.66498
H -2.71684 3.86892 1.56961
H -1.83049 6.05304 1.55012
H 0.48373 5.42585 2.11974
H 0.74491 6.65645 0.69942
H 0.91272 4.70751 0.42942
H -1.89773 7.21047 -0.76064
H -2.91387 5.61126 -1.03885
H -1.07386 5.73516 -1.59781
C -7.49591 -0.95530 5.63154
C -6.50995 -0.28358 4.90709
C -6.45507 -0.40857 3.51757
C -7.39970 -1.20887 2.86032
C -8.38585 -1.89046 3.58586
C -8.42893 -1.75999 4.97539
N -7.36294 -1.32398 1.39749
O -6.46366 -0.72086 0.79314
O -8.23520 -2.01386 0.85044
H -7.53814 -0.85027 6.71431
H -5.78538 0.34054 5.42577
H -5.68061 0.12141 2.96741
H -9.12212 -2.51880 3.08904
H -9.19249 -2.28265 5.54727
C 7.80296 -4.55038 4.70045
C 6.98167 -5.21526 3.78855
C 6.90338 -4.77405 2.46621
C 7.65884 -3.66364 2.06490
C 8.47823 -2.98961 2.98018
C 8.54615 -3.43844 4.30063
N 7.60043 -3.21048 0.67001
O 6.84927 -3.82141 -0.10473
O 8.30830 -2.24612 0.34601
H 7.86506 -4.90155 5.72905
H 6.40434 -6.08022 4.10808
H 6.25874 -5.30308 1.76770
H 9.06608 -2.12350 2.68346
H 9.18165 -2.92380 5.01794

---

84
Properties=species:S:1:pos:R:3 method="wB97M-V/def2-TZVPD" gap_ev=5.72 e_homo_ev=-10.94 total_energy_ha=-2037.30702 charge=+1 spin_multiplicity=1 de_lowest_kcal_mol=16.7
C -6.93979 3.68210 -3.99558
C -5.90525 2.84413 -3.24442
C -4.56764 2.67823 -3.95165
C -3.68369 1.73081 -3.13408
O -2.29601 1.86243 -3.57706
C -1.36268 1.22865 -2.83377
C -1.50402 0.00288 -2.23815
O -0.23408 1.92805 -2.66132
Si 1.06149 2.37871 -3.67457
C 2.09178 3.31327 -2.44694
C 1.85605 0.80536 -4.26151
C 0.41079 3.43816 -5.04725
H -7.84092 3.77571 -3.38455
H -6.56731 4.69006 -4.20115
H -7.22246 3.21381 -4.94267
H -5.71401 3.31218 -2.26954
H -6.31636 1.84737 -3.03109
H -4.71287 2.24331 -4.95121
H -4.08639 3.66021 -4.07757
H -3.71457 1.98807 -2.06574
H -3.99848 0.68491 -3.26347
H -0.57043 -0.50818 -2.01322
H -2.34237 -0.58585 -2.61457
H 3.02591 3.65859 -2.90803
H 1.54817 4.19172 -2.07458
H 2.34526 2.68683 -1.58124
H 2.76146 1.05947 -4.83177
H 2.15229 0.16159 -3.42165
H 1.19282 0.22658 -4.91872
H 1.23472 3.69306 -5.72948
H -0.36955 2.92753 -5.62518
H -0.01102 4.37374 -4.65820
C 2.84612 -4.15201 4.70060
N 2.59480 -2.91050 4.00372
C 3.42704 -1.83496 4.13534
O 4.42261 -1.79246 4.85136
C 2.87650 -0.72476 3.23567
C 3.86919 -0.28026 2.16015
C 5.17679 0.23945 2.71927
C 6.38389 -0.36285 2.35079
C 7.58024 0.05115 2.94066
C 7.57707 1.10762 3.86173
C 6.37429 1.74667 4.18617
C 5.17413 1.31936 3.60811
N 1.65692 -1.33220 2.68824
C 0.87563 -0.67600 1.80250
C -0.30928 -1.18041 1.27265
C -1.16954 -0.51194 0.38528
C -2.53456 -0.93707 0.24068
C -3.54810 -0.00326 -0.13581
C -4.80807 -0.42040 -0.50367
C -5.12866 -1.79559 -0.44053
N -6.24809 -2.26643 -1.17714
O -6.52027 -3.48672 -1.14959
O -6.90535 -1.43533 -1.85218
C -4.21150 -2.72023 0.09822
C -2.93391 -2.29969 0.42925
C 1.42332 -2.70931 3.16157
C 1.42750 -3.73506 2.01683
C 0.15183 -2.85392 4.01728
H 3.79094 -4.06966 5.24329
H 2.03768 -4.37062 5.41070
H 2.90955 -4.98330 3.98686
H 2.62488 0.13941 3.88034
H 4.06651 -1.13479 1.49365
H 3.37834 0.50420 1.56382
H 6.36340 -1.18208 1.62644
H 8.51004 -0.45966 2.68622
H 8.51189 1.43172 4.32250
H 6.36113 2.57228 4.90017
H 4.22553 1.80279 3.85688
H 1.20358 0.33600 1.54512
H -0.62738 -2.15821 1.63487
H -0.85828 0.46261 0.00305
H -3.29601 1.06036 -0.16136
H -5.55796 0.27126 -0.88302
H -4.51402 -3.76027 0.19479
H -2.21217 -3.03843 0.78779
H 2.42186 -3.76024 1.54975
H 1.19159 -4.72625 2.42489
H 0.68881 -3.48604 1.25215
H 0.29319 -2.33566 4.97567
H -0.72343 -2.43204 3.51885
H -0.03101 -3.91978 4.20939